No. 1
Formula: C41H82Cl2NO13P2
Source: the Open Molecules 2025 dataset
Level of theory: ωB97M-V/def2-TZVPD

Each line ends with the Mulliken charge.
Positions of all 141 atoms, in Å:
C  -3.5393  -1.9459  3.5223  -1.77
C  -3.5887  -0.7672  2.6242  0.21
N  -2.5901  -0.3422  1.9242  0.48
P  -0.8859  -1.0066  1.6887  -0.32
O  -1.0861  -2.5921  1.7822  -0.31
Cl  -0.8262  -0.8179  -0.3025  -0.06
C  -2.9117  0.9124  1.2379  0.06
Cl  -2.0246  2.1878  2.2183  -0.17
C  -4.4307  1.1364  1.4000  -0.84
C  -4.8085  0.0409  2.4229  0.65
P  -6.0555  -1.1015  1.7107  0.87
O  -6.9691  -1.6539  2.7110  -0.68
O  -6.7845  -0.3143  0.5458  -0.42
O  -5.1322  -2.2124  1.0222  -0.49
H  -2.7665  -1.7558  4.2711  0.46
H  -3.2811  -2.8459  2.9795  0.43
H  -4.4721  -2.0584  4.0598  0.39
H  -1.0405  -2.9037  2.6933  0.34
H  -2.4985  1.0388  0.2510  0.44
H  -4.5308  2.1250  1.8159  0.38
H  -4.8582  1.0139  0.4120  -0.06
H  -5.3063  0.3917  3.3209  0.61
H  -7.6562  -0.7196  0.4381  0.35
H  -5.6324  -2.7051  0.3634  0.35
C  4.2475  -1.2569  -0.0052  -0.66
C  3.4254  -2.4941  0.3506  -0.50
C  2.7657  -2.0598  1.6518  0.06
O  2.5880  -0.6433  1.5705  -0.32
C  3.3301  -0.1299  0.4473  -0.05
H  4.5041  -1.1896  -1.0606  0.35
H  5.1742  -1.2467  0.5725  0.33
H  2.6672  -2.6716  -0.4172  0.05
H  4.0156  -3.4020  0.4598  0.47
H  3.4046  -2.2783  2.5145  0.12
H  1.7949  -2.5401  1.8107  0.06
H  2.6248  0.1481  -0.3327  0.01
H  3.8698  0.7637  0.7531  0.17
C  -1.0427  -6.6820  -1.4608  -0.63
C  -0.7453  -5.1841  -1.5048  -0.38
C  0.0554  -4.9939  -0.2228  0.65
O  0.7534  -6.2144  0.0043  -0.44
C  0.2459  -7.2333  -0.8638  -0.49
H  -1.2752  -7.1131  -2.4325  0.37
H  -1.8833  -6.8777  -0.7912  0.26
H  -0.1267  -4.9506  -2.3739  0.31
H  -1.6367  -4.5578  -1.5441  0.21
H  -0.6038  -4.8081  0.6315  -0.25
H  0.7750  -4.1747  -0.2888  -0.22
H  0.9905  -7.4308  -1.6412  0.28
H  0.0941  -8.1476  -0.2912  0.29
C  -4.5206  -1.7184  -3.0567  -0.58
C  -5.0818  -0.5184  -3.8206  -0.51
C  -5.3093  0.4898  -2.7028  -0.29
O  -4.3021  0.2161  -1.7072  -0.24
C  -3.6708  -1.0316  -1.9999  -0.04
H  -3.9485  -2.4075  -3.6759  0.45
H  -5.3331  -2.2778  -2.5853  0.19
H  -4.3363  -0.1455  -4.5247  0.18
H  -5.9904  -0.7389  -4.3764  0.45
H  -6.2933  0.3623  -2.2420  0.10
H  -5.2205  1.5203  -3.0354  0.12
H  -2.6613  -0.8329  -2.3745  0.11
H  -3.5894  -1.6091  -1.0747  0.08
C  1.0254  3.9553  -2.0027  -0.56
C  2.2798  4.0171  -2.8719  -0.60
C  3.2957  3.2908  -2.0008  -0.30
O  2.5542  2.3181  -1.2457  -0.30
C  1.1573  2.5757  -1.3713  -0.18
H  0.0971  4.0776  -2.5591  0.35
H  1.0658  4.7278  -1.2318  0.29
H  2.1165  3.4687  -3.8024  0.27
H  2.5905  5.0290  -3.1244  0.33
H  3.7854  3.9740  -1.3026  0.16
H  4.0669  2.7841  -2.5794  0.27
H  0.7144  1.8035  -2.0149  0.17
H  0.6921  2.5127  -0.3840  0.09
C  -2.3169  -1.3366  -8.9238  -0.56
C  -3.0151  -2.5805  -8.3785  -0.59
C  -3.2571  -2.1863  -6.9279  -0.30
O  -3.4340  -0.7679  -6.9177  -0.32
C  -3.0490  -0.2244  -8.1856  -0.49
H  -2.3800  -1.2362  -10.0054  0.34
H  -1.2616  -1.3458  -8.6433  0.26
H  -3.9666  -2.7307  -8.8921  0.28
H  -2.4291  -3.4925  -8.4755  0.35
H  -2.3932  -2.4346  -6.2998  0.24
H  -4.1429  -2.6601  -6.5013  0.24
H  -3.9533  0.0799  -8.7222  0.29
H  -2.4303  0.6582  -8.0227  0.26
C  3.7621  -1.3804  5.4960  -0.27
C  3.5015  -2.8707  5.7045  -0.51
C  3.9218  -3.0551  7.1568  -0.38
O  3.6491  -1.8163  7.8169  -0.44
C  3.3636  -0.8054  6.8475  -0.36
H  3.2009  -0.9442  4.6698  0.24
H  4.8252  -1.2098  5.3127  0.18
H  2.4353  -3.0852  5.5902  0.17
H  4.0521  -3.5151  5.0209  0.40
H  4.9947  -3.2625  7.2344  0.17
H  3.3786  -3.8549  7.6604  0.31
H  2.2909  -0.5823  6.8847  0.29
H  3.9134  0.1019  7.1016  0.23
C  7.7979  6.2902  -0.0665  -0.54
C  6.8210  7.2372  -0.7596  -0.59
C  6.2824  6.3574  -1.8797  -0.30
O  6.3061  5.0148  -1.3867  -0.35
C  7.0660  4.9596  -0.1754  -0.43
H  8.0213  6.5648  0.9626  0.33
H  8.7378  6.2506  -0.6206  0.26
H  6.0162  7.5117  -0.0742  0.27
H  7.2809  8.1526  -1.1271  0.35
H  6.9185  6.4126  -2.7692  0.28
H  5.2620  6.6143  -2.1687  0.21
H  6.3754  4.8173  0.6632  0.26
H  7.7406  4.1043  -0.2161  0.29
C  -9.0695  4.3426  -4.0835  -0.57
C  -8.1259  4.4190  -5.2818  -0.59
C  -6.9084  3.6656  -4.7643  -0.45
O  -7.4014  2.6816  -3.8482  -0.26
C  -8.7756  2.9476  -3.5492  -0.49
H  -10.1178  4.4828  -4.3399  0.34
H  -8.7959  5.0968  -3.3427  0.27
H  -8.5606  3.8934  -6.1342  0.27
H  -7.8915  5.4351  -5.5928  0.34
H  -6.2278  4.3335  -4.2249  0.30
H  -6.3483  3.1672  -5.5562  0.28
H  -9.3927  2.1936  -4.0491  0.31
H  -8.9301  2.8627  -2.4728  0.26
C  6.4924  -0.3340  9.3187  0.06
C  7.5588  -1.3662  8.9618  -0.61
C  8.0417  -0.8524  7.6118  -0.28
O  7.8943  0.5677  7.6430  -0.41
C  7.1107  0.9483  8.7773  -0.50
H  6.2718  -0.2801  10.3834  0.38
H  5.5669  -0.5616  8.7881  -0.28
H  8.3713  -1.3353  9.6908  0.30
H  7.1834  -2.3875  8.9151  0.34
H  7.4262  -1.2487  6.7946  0.11
H  9.0841  -1.0991  7.4085  0.30
H  7.7707  1.4160  9.5157  0.29
H  6.3666  1.6830  8.4669  0.30

Values from the calculation:
Total charge: +1



No. 2
Formula: C41H83BBr14FNO4P
Source: the Open Molecules 2025 dataset
Level of theory: ωB97M-V/def2-TZVPD

Each line ends with the Mulliken charge.
Positions of all 146 atoms, in Å:
C  0.1447  8.5487  3.6594  -0.59
C  1.4664  8.4622  2.8929  -0.62
C  1.3354  7.7665  1.5393  -0.63
C  1.1105  6.2538  1.6431  -0.78
C  0.4573  5.6299  0.3937  0.88
C  1.3045  4.5597  -0.3337  -1.38
C  0.5684  3.2245  -0.3862  -0.78
C  -0.6644  3.2773  -1.3163  -0.79
C  -2.0241  3.1474  -0.5978  -0.80
C  -2.8045  1.8637  -0.8978  0.47
C  -2.8829  0.8490  0.2518  -0.70
C  -3.1465  -0.5602  -0.3012  -0.39
C  -1.9114  -1.4826  -0.4366  0.38
C  -0.5449  -0.7845  -0.4319  0.91
C  0.5000  -1.4742  -1.3139  0.27
C  0.8593  -2.8858  -0.8750  -1.66
C  1.4680  -3.0789  0.5189  3.26
C  2.4877  -1.9720  0.8068  -2.12
C  3.3707  -2.0738  2.0526  0.53
C  4.7583  -1.4718  1.8472  -1.20
N  5.6976  -2.3929  1.1919  -0.47
O  0.4352  -3.0473  1.4793  -0.32
B  0.3768  -4.3419  2.2254  0.49
C  0.0929  -4.1075  3.8019  -0.95
C  1.2556  -3.4943  4.5822  0.17
C  1.1412  -2.0327  4.8757  0.31
O  0.2558  -1.2716  4.5857  -0.61
O  2.2255  -1.5854  5.5868  -0.48
O  1.7537  -4.9131  1.9402  -0.84
C  2.0523  -4.5274  0.6737  -0.16
F  3.4458  -4.4893  0.5154  -0.37
P  1.3504  -5.8297  -0.5495  0.45
C  1.4768  -7.3465  0.4839  -1.25
C  2.7567  -6.0587  -1.7345  -0.14
C  4.0384  -6.7558  -1.2556  -1.13
H  -0.4206  9.4314  3.3464  0.07
H  0.2910  8.6254  4.7359  0.36
H  -0.4953  7.6892  3.4614  0.07
H  2.2299  7.9602  3.4915  0.37
H  1.8316  9.4782  2.7219  0.27
H  0.5187  8.2274  0.9720  0.43
H  2.2551  7.9363  0.9726  0.22
H  0.4988  6.0531  2.5246  0.35
H  2.0823  5.7845  1.8097  0.40
H  -0.4838  5.1624  0.6776  -0.89
H  0.2328  6.4344  -0.3099  0.34
H  2.2743  4.4316  0.1524  0.51
H  1.5097  4.8859  -1.3564  0.34
H  0.2337  2.9646  0.6222  0.39
H  1.2495  2.4284  -0.6936  0.39
H  -0.5755  2.4941  -2.0716  0.43
H  -0.6416  4.2239  -1.8614  0.69
H  -2.6456  4.0015  -0.8786  0.33
H  -1.8676  3.2347  0.4806  0.30
H  -2.3573  1.3271  -1.7364  -0.55
H  -3.8284  2.1011  -1.1999  0.52
H  -3.7174  1.1165  0.9045  -0.06
H  -1.9895  0.8866  0.8760  0.48
H  -3.6175  -0.4223  -1.2771  -0.59
H  -3.8898  -1.0522  0.3274  0.47
H  -2.0098  -2.0422  -1.3765  -0.14
H  -1.9209  -2.2344  0.3520  -0.09
H  -0.1928  -0.8028  0.6003  0.22
H  -0.6319  0.2545  -0.7587  -0.48
H  1.3744  -0.8290  -1.4173  0.12
H  0.0717  -1.5504  -2.3199  -0.96
H  -0.0368  -3.5050  -0.9133  0.39
H  1.5564  -3.3021  -1.6139  0.04
H  1.9162  -1.0448  0.8716  0.30
H  3.1460  -1.8776  -0.0659  0.51
H  3.4631  -3.1067  2.3817  0.22
H  2.9159  -1.5141  2.8735  -0.25
H  4.6650  -0.5954  1.1988  0.45
H  5.1369  -1.1204  2.8143  0.37
H  6.3542  -1.8805  0.6183  0.20
H  6.2501  -2.8892  1.8786  0.20
H  -0.4998  -5.1054  1.7635  -0.48
H  -0.2131  -5.0378  4.2875  0.11
H  -0.7661  -3.4319  3.8535  0.32
H  1.3996  -3.9696  5.5586  0.48
H  2.2000  -3.6324  4.0513  -0.01
H  2.1941  -0.6223  5.5246  0.38
H  1.7627  -8.1704  -0.1731  0.26
H  2.2123  -7.2406  1.2781  0.31
H  0.5048  -7.5287  0.9372  0.44
H  2.3433  -6.5931  -2.5950  0.54
H  2.9996  -5.0519  -2.0822  0.06
H  4.0010  -7.8238  -1.4705  0.11
H  4.9102  -6.3385  -1.7617  0.35
H  4.1890  -6.6321  -0.1864  0.24
Br  1.9022  -3.9822  -4.5909  -0.10
C  0.7015  -2.5578  -5.1483  0.39
C  1.4444  -1.4178  -5.7904  -0.66
Br  2.3966  -0.4015  -4.4411  -0.16
H  0.1746  -2.2422  -4.2553  -0.61
H  -0.0019  -3.0060  -5.8458  0.35
H  0.7484  -0.7285  -6.2631  0.40
H  2.1791  -1.7597  -6.5127  0.45
Br  -6.5714  0.6914  -0.0448  -0.11
C  -6.4096  1.9940  1.3846  -0.52
C  -7.1385  3.2765  1.0824  -0.56
Br  -6.2015  4.3511  -0.2411  -0.17
H  -5.3467  2.1621  1.5301  0.24
H  -6.8283  1.5208  2.2698  0.45
H  -7.1993  3.8927  1.9765  0.35
H  -8.1341  3.0985  0.6886  0.39
Br  -0.0801  -7.8990  -5.0602  -0.16
C  -0.5635  -6.6604  -3.6409  0.12
C  -2.0001  -6.2218  -3.7444  -0.48
Br  -2.2731  -4.9532  -5.2010  -0.20
H  0.1263  -5.8253  -3.7088  -0.29
H  -0.4020  -7.1912  -2.7058  0.21
H  -2.2896  -5.6962  -2.8373  0.35
H  -2.6784  -7.0483  -3.9292  0.44
Br  4.0160  -10.0769  0.6399  -0.12
C  2.8152  -11.4154  -0.0786  -0.61
C  3.2542  -11.9039  -1.4344  -0.58
Br  2.9327  -10.5818  -2.8216  -0.13
H  1.8309  -10.9569  -0.1140  0.36
H  2.8096  -12.2373  0.6340  0.37
H  2.6851  -12.7851  -1.7220  0.35
H  4.3163  -12.1265  -1.4594  0.35
Br  0.4530  12.4795  -0.4996  -0.13
C  0.5541  11.9438  1.3650  -0.15
C  1.3843  12.8953  2.1871  -0.63
Br  3.2878  12.6969  1.8506  -0.15
H  0.9566  10.9359  1.3754  -0.11
H  -0.4708  11.9332  1.7293  0.34
H  1.2470  12.6877  3.2460  0.35
H  1.1385  13.9322  1.9816  0.44
Br  -5.3073  0.4925  -5.1642  -0.19
C  -4.2918  -1.1647  -5.2396  -0.80
C  -3.3802  -1.3241  -4.0540  0.22
Br  -1.8266  -0.1629  -4.1517  -0.05
H  -3.7447  -1.1507  -6.1772  0.42
H  -5.0259  -1.9670  -5.2552  0.45
H  -2.9898  -2.3389  -4.0188  -0.10
H  -3.8786  -1.0914  -3.1187  0.09
Br  -2.6511  5.8610  2.2935  -0.07
C  -4.0667  7.1100  1.8515  -0.59
C  -3.7101  8.5206  2.2417  -0.49
Br  -3.8042  8.8082  4.1610  -0.15
H  -4.9661  6.7574  2.3462  0.40
H  -4.1947  7.0457  0.7730  0.31
H  -4.4115  9.2238  1.7988  0.42
H  -2.6962  8.7739  1.9446  0.20

Values from the calculation:
Total charge: -1



E_HOMO values (in eV) by entry order: -10.429, -4.681.
F_max values (in eV/Å) by entry order: 2.00, 0.56.